Molecular formula: C27H31AuINP2Si
Method: DFT, ωB97M-V/def2-TZVPD

The geometry in XYZ format:
```
64
Properties=species:S:1:pos:R:3:forces:R:3:lowdin_charge:R:1
Au -0.602853 -0.034226 0.114818 -0.3 -0.4 0.0 0.401
C -1.623636 -1.638259 3.915647 -0.1 -0.2 -0.6 -0.255
P -0.895199 -0.589154 2.582497 0.2 1.0 0.4 0.783
C -1.425493 1.058828 3.205823 0.0 -0.2 0.1 -0.293
C 0.875145 -0.648011 3.070991 0.1 -0.1 -0.1 -0.397
C 1.311044 -0.069791 4.263111 0.0 0.0 0.0 -0.097
C 2.647286 -0.102257 4.619102 0.0 0.0 0.1 -0.079
C 3.569983 -0.708912 3.779044 0.1 0.0 0.0 -0.076
C 3.148882 -1.294443 2.598309 0.0 0.0 0.0 -0.093
C 1.803605 -1.284996 2.231875 -0.1 0.1 0.1 -0.399
P 1.202981 -2.124464 0.706079 0.8 -0.2 -0.2 0.824
C 1.894939 -3.820318 1.007622 -0.3 0.1 0.0 -0.283
C 2.462143 -1.544959 -0.511994 -0.1 -0.1 0.1 -0.291
H -1.298967 -1.279207 4.891571 0.1 0.0 0.0 0.041
H -1.307951 -2.673761 3.786485 0.0 0.0 0.0 0.041
H -2.712264 -1.590492 3.856917 0.0 0.0 0.0 0.038
H -1.312093 1.169632 4.285082 0.0 0.0 0.0 0.029
H -2.479068 1.179455 2.949177 0.0 0.0 0.0 0.041
H -0.863360 1.832782 2.684782 0.0 0.0 0.0 0.033
H 0.601556 0.417238 4.920757 0.0 0.0 0.0 0.093
H 2.969418 0.348957 5.548886 0.0 0.0 0.0 0.105
H 4.618751 -0.726521 4.047708 0.0 0.0 0.0 0.105
H 3.881676 -1.764134 1.953532 0.0 0.0 0.0 0.096
H 2.954224 -3.809266 1.265821 0.0 0.0 0.0 0.029
H 1.750577 -4.400073 0.094316 0.0 0.0 0.0 0.034
H 1.328675 -4.299095 1.807235 0.1 -0.1 0.0 0.030
H 3.464783 -1.911507 -0.284579 0.0 0.0 0.0 0.033
H 2.460692 -0.456818 -0.540557 0.0 0.0 0.0 0.010
H 2.167148 -1.901897 -1.500299 0.1 0.0 0.0 0.040
C -2.682394 5.249963 -1.636405 0.0 0.0 0.0 -0.105
C -2.965633 4.356990 -2.658872 0.0 0.0 0.0 -0.100
C -2.254495 3.168680 -2.758761 0.1 0.0 0.0 -0.124
C -1.252421 2.843422 -1.844776 0.0 -0.2 0.1 -0.351
C -0.973411 3.764636 -0.833855 0.1 0.0 0.0 -0.131
C -1.673794 4.956063 -0.727853 0.0 0.0 0.0 -0.101
Si -0.403801 1.145792 -1.895153 0.1 0.4 -0.1 0.487
C 1.341024 1.377646 -2.609811 -0.1 -0.1 0.2 -0.351
C 2.386876 1.907839 -1.852546 0.0 0.1 0.0 -0.141
C 3.671560 2.009699 -2.365405 0.0 0.0 0.0 -0.098
C 3.940148 1.571880 -3.655035 0.0 0.0 0.0 -0.101
C 2.913936 1.052231 -4.430739 0.1 0.0 0.0 -0.097
C 1.630965 0.960644 -3.909547 -0.1 0.0 0.0 -0.125
H -3.248216 6.168568 -1.543326 0.0 0.0 0.0 0.096
H -3.747294 4.580954 -3.374694 0.0 0.0 0.0 0.097
H -2.483822 2.473330 -3.558993 0.0 0.0 0.0 0.085
H -0.195936 3.536090 -0.110924 -0.1 0.0 0.1 0.084
H -1.446681 5.651735 0.071012 0.0 0.0 0.0 0.097
H -1.091614 0.484917 -3.048799 -0.1 -0.1 0.1 -0.040
H 2.190298 2.247102 -0.839503 0.0 0.0 0.0 0.093
H 4.467791 2.423149 -1.758118 0.0 0.0 0.0 0.098
H 4.945377 1.634723 -4.052821 0.0 0.0 0.0 0.097
H 3.113595 0.715157 -5.440658 0.0 0.0 0.0 0.097
H 0.831894 0.558346 -4.522956 0.0 0.0 0.0 0.084
I -5.865361 -3.645351 0.970958 0.2 0.0 -0.2 0.840
C -4.240378 -3.177433 -0.278293 -0.3 -0.1 0.2 -0.707
C -4.321018 -3.373524 -1.645896 0.0 0.0 0.0 -0.139
C -3.225952 -3.021306 -2.420767 0.0 0.0 0.0 -0.052
C -2.119343 -2.468392 -1.795650 0.0 0.0 0.1 -0.159
N -2.050704 -2.284396 -0.479946 -0.2 -0.1 -0.1 -0.007
C -3.085286 -2.641658 0.268716 0.0 0.0 -0.1 -0.232
H -5.215928 -3.781411 -2.095259 0.0 0.0 0.0 0.097
H -3.240210 -3.162660 -3.492736 0.0 0.0 0.0 0.107
H -1.255953 -2.133090 -2.359698 0.0 0.0 -0.1 0.091
H -2.986439 -2.484663 1.337352 -0.1 0.0 0.0 0.067
```
Forces are in eV/Å.

Its multiplicity is 1. Its charge is 0. For the highest occupied orbital energy, the calculation gives -7.503 eV. Its LUMO energy is 0.38 eV. The energy above the lowest of the compared OMol25 structures with the same formula, charge and spin is 15.04 kcal per mole. The HOMO-LUMO gap is 7.88 eV.